Density functional theory data (ωB97M-V/def2-TZVPD) for one molecule with the formula C8H7ClF3NO2 at a distorted geometry.

The geometry in XYZ format:
```
22
Properties=species:S:1:pos:R:3:forces:R:3:nbo_charge:R:1
C 1.520743 -0.125257 -0.670775 -0.056 0.212 0.153 -0.190
C 1.387809 1.068874 -0.091153 0.358 0.026 0.111 -0.156
C 0.512891 -1.095868 -1.106191 0.072 -0.795 -0.521 -0.314
C -0.764910 -1.100672 -0.823435 0.763 0.840 0.196 0.008
C 0.167967 1.863481 0.298881 -0.231 -0.299 -0.640 -0.553
C -0.861992 1.077567 1.017647 1.240 0.514 0.916 0.362
C -0.615161 0.390217 2.307621 -0.177 0.115 -0.231 -0.694
C 1.102500 -2.251290 -1.922098 -0.237 -0.051 0.152 0.974
N -2.108025 1.010123 0.461108 -1.943 -0.358 -0.108 0.394
O -2.907871 0.168078 0.915536 0.306 1.205 0.694 -0.432
O -2.392937 1.735853 -0.499831 0.099 -0.066 0.015 -0.399
F 2.075951 -1.850445 -2.747716 0.163 0.232 -0.173 -0.321
F 1.646007 -3.185043 -1.122053 0.134 -0.085 0.257 -0.327
F 0.186806 -2.875693 -2.667176 -0.277 0.038 -0.043 -0.319
Cl -2.275187 -1.598601 -0.795472 -0.515 -1.574 -1.087 0.249
H 2.531038 -0.445862 -0.890590 0.070 0.080 0.045 0.227
H 2.313561 1.594787 0.096224 0.145 -0.011 0.028 0.211
H 0.497248 2.707495 0.909428 -0.103 -0.002 0.086 0.248
H -0.304918 2.263887 -0.606738 0.176 0.078 0.229 0.284
H 0.405619 0.549019 2.640349 0.076 0.056 -0.051 0.233
H -0.807422 -0.680112 2.239983 -0.034 -0.097 -0.078 0.259
H -1.309717 0.779462 3.056450 -0.028 -0.058 0.051 0.255
```
Forces are in eV/Å.

Output
2S+1: 3
⟨S²⟩: 2.0206
Frontier orbital gap (spin up / spin down), eV: 8.23 / 6.99
Energy, eV: -34662.09631

---

Density functional theory data (ωB97M-V/def2-TZVPD) for one molecule with the formula C5H10O2.

The geometry in XYZ format:
```
17
Properties=species:S:1:pos:R:3:forces:R:3:nbo_charge:R:1
C 0.994730 1.719414 0.357187 -0.005 0.019 -0.005 -0.623
C 0.166132 0.586000 -0.197148 -0.043 0.113 0.174 0.213
C -0.634878 -0.233124 0.819433 -0.045 0.014 -0.012 -0.453
C -0.403865 -1.750093 0.785017 -0.008 0.093 0.363 -0.053
O -0.525080 -2.317361 -0.497132 0.106 -0.010 -0.159 -0.732
C -0.298795 0.626250 -1.585837 -0.177 0.158 -0.137 -0.110
O 0.856870 -0.136257 -1.235937 0.188 -0.129 -0.006 -0.524
H 0.389462 2.380077 0.986752 0.051 -0.093 -0.098 0.216
H 1.804909 1.310172 0.971702 -0.124 0.059 -0.043 0.219
H 1.441972 2.307377 -0.449501 -0.076 -0.096 0.101 0.220
H -1.700570 -0.030678 0.662181 0.126 -0.025 0.001 0.214
H -0.393677 0.118841 1.830463 -0.021 -0.047 -0.140 0.214
H -1.168185 -2.227416 1.407357 0.152 0.061 -0.016 0.181
H 0.573010 -1.982683 1.238137 -0.088 0.021 -0.156 0.155
H 0.173997 -1.897360 -1.024732 -0.206 -0.104 -0.016 0.486
H -0.107057 1.498697 -2.209817 0.030 -0.127 0.113 0.184
H -1.168976 0.028144 -1.858125 0.139 0.093 0.037 0.194
```
Forces are in eV/Å.

Output
SMILES: C[C@@]1(CCO)CO1
Frontier orbital gap, eV: 10.95
Energy above the lowest of the compared OMol25 structures with the same formula, charge and spin, kJ/mol: 209.4
Energy, eV: -9440.87233

---

Density functional theory data (ωB97M-V/def2-TZVPD) for C5H6F2O as an isolated structure at a distorted geometry.

The geometry in XYZ format:
```
14
Properties=species:S:1:pos:R:3:forces:R:3:nbo_charge:R:1
C -1.977579 0.852127 -0.162814 0.762 0.290 0.013 0.135
C -1.396982 -0.322656 -0.346220 1.867 3.271 0.064 0.304
C 0.049833 -0.638181 -0.445247 -0.232 -1.864 -0.865 0.034
C 0.853878 -0.463905 0.814811 -0.118 0.696 1.644 -0.446
C 1.767232 0.380391 -0.144443 0.127 0.503 1.726 -0.049
H -3.038407 1.009981 -0.081648 -0.123 0.070 0.105 0.179
H 0.190113 -1.698432 -0.831494 -0.585 1.030 0.165 0.185
H 0.280291 0.118959 1.585764 0.760 -0.281 -0.755 0.216
H 1.161725 -1.408213 1.314809 0.347 0.776 -0.564 0.218
H 1.931667 1.453875 0.095236 0.131 -0.779 0.117 0.187
H 2.658579 -0.139381 -0.405550 1.127 -0.144 -0.019 0.170
O 0.847764 0.253392 -1.185938 -1.087 0.316 -1.244 -0.508
F -1.205286 1.947558 0.001822 -0.210 0.174 -0.312 -0.332
F -2.122827 -1.345520 -0.209092 -2.764 -4.056 -0.074 -0.294
```
Forces are in eV/Å.

Output
Frontier orbital gap, eV: 10.32
Energy above the lowest of the compared OMol25 structures with the same formula, charge and spin, kJ/mol: 200.0
Energy, eV: -12761.93915

---

Density functional theory data (ωB97M-V/def2-TZVPD) for a 2-piece molecular cluster, C2H6S2 overall.

The geometry in XYZ format:
```
10
Properties=species:S:1:pos:R:3:forces:R:3:nbo_charge:R:1
C -2.655333 1.683732 -0.503149 -0.553 0.398 -0.031 -0.382
C -2.774839 0.377932 -0.675174 -0.103 0.183 -0.151 -0.383
H -1.928098 2.287265 -1.032188 0.591 -0.245 0.504 0.194
H -3.359159 2.252465 0.094994 -0.316 -0.031 -0.343 0.189
H -1.963777 -0.173512 -1.097073 0.231 -0.311 -0.712 0.187
H -3.682488 -0.178946 -0.481198 0.151 0.004 0.733 0.196
S 4.178724 -1.828521 2.016370 0.027 0.152 0.334 -0.121
S 4.306664 -2.189517 0.018657 -0.071 -0.058 -0.400 -0.124
H 4.735959 -0.606181 2.004744 0.005 -0.031 0.107 0.123
H 3.142347 -1.624716 -0.345984 0.038 -0.063 -0.041 0.122
```
Forces are in eV/Å.

Output
SMILES: C=C.SS
Frontier orbital gap, eV: 10.11
Energy above the lowest of the compared OMol25 structures with the same formula, charge and spin, kJ/mol: 129.4
Energy, eV: -23840.47155

---

Density functional theory data (ωB97M-V/def2-TZVPD) for C16H14BF5MnN6O as an isolated structure at a distorted geometry.

The geometry in XYZ format:
```
44
Properties=species:S:1:pos:R:3:forces:R:3:nbo_charge:R:1
H 2.036780 4.152861 -0.407633 -0.228 -0.466 -0.056 0.222
N 1.181698 2.276398 -1.101692 -0.565 1.583 -0.645 -0.479
B -0.034642 0.531380 -2.727224 -0.662 -0.445 -1.397 0.580
N 0.391269 1.968687 -2.214024 0.931 0.910 0.757 -0.304
C 0.222348 3.107754 -2.941248 0.290 -0.771 0.754 0.036
Mn 2.073980 0.948164 0.218242 -0.655 -0.011 1.438 1.616
H -0.277833 3.067580 -3.901347 -0.057 -0.009 0.300 0.238
C 0.841106 4.169378 -2.298350 0.219 -0.079 0.416 -0.346
H 0.877601 5.203747 -2.626815 -0.020 -0.356 0.101 0.241
C 1.433678 3.621991 -1.142823 -0.880 -1.015 -1.296 -0.021
H 0.171958 0.587252 -3.922502 -0.100 0.038 0.083 -0.059
C -2.017199 -2.448202 2.532612 0.764 -0.352 -0.290 -0.849
H -1.452560 -2.960035 3.315673 -0.104 0.041 -0.066 0.209
H -1.381221 -1.682478 2.083688 -0.084 -0.080 -0.024 0.214
H -2.315164 -3.171018 1.770751 0.063 0.103 0.059 0.214
N -1.572164 0.109557 -2.679890 -0.799 0.223 1.275 -0.370
N 0.967340 -0.574443 -2.237414 1.281 -0.330 0.854 -0.296
N -2.277758 -0.049060 -1.494144 0.201 -0.321 -0.219 -0.289
N 1.735405 -0.480324 -1.094470 -0.094 -2.048 -1.336 -0.494
C -2.418820 -0.159690 -3.725804 -0.371 -0.321 0.648 -0.033
C 1.347842 -1.694037 -2.906330 -0.134 0.679 0.842 0.031
H -2.094371 -0.103265 -4.754309 0.087 0.060 0.105 0.212
H 0.913238 -1.919613 -3.864114 -0.123 -0.084 0.022 0.233
C -3.662631 -0.541291 -3.214586 1.144 0.341 0.221 -0.365
C 2.323925 -2.359895 -2.173000 -0.018 0.341 0.285 -0.344
C -3.513977 -0.464645 -1.802938 1.077 0.445 -1.098 -0.055
C 2.554169 -1.566975 -1.038934 -1.238 0.440 -1.269 -0.018
H -4.542189 -0.837846 -3.756394 0.015 0.012 -0.148 0.223
H 2.797329 -3.297650 -2.403522 0.011 0.030 -0.122 0.239
H -4.287565 -0.705303 -1.073238 0.576 0.250 0.025 0.208
H 3.247830 -1.710266 -0.223429 -0.190 0.039 0.051 0.238
H -2.885690 -1.989166 2.948720 -0.608 0.316 0.323 0.211
F -0.300242 0.433669 6.510576 -0.210 -0.194 -0.360 -0.292
C 0.136991 0.122983 5.277764 0.088 0.377 -0.224 0.237
C 0.002729 1.045731 4.231647 -0.094 0.154 0.734 0.295
F -0.676821 2.200140 4.419430 0.395 -0.719 -0.062 -0.293
C 0.670338 0.816793 3.048786 0.201 -0.094 0.013 0.213
F 0.623491 1.794330 2.063962 0.217 -0.725 0.364 -0.346
C 1.500574 -0.306302 2.836772 -0.421 0.316 0.595 0.238
O 2.243581 -0.385701 1.771771 0.264 0.479 -0.934 -0.867
C 1.485438 -1.291118 3.864024 0.146 0.280 -0.447 0.295
F 2.159756 -2.443433 3.685104 -0.136 0.444 0.048 -0.304
C 0.844997 -1.060746 5.069230 -0.199 0.061 0.302 0.275
F 0.925441 -1.955872 6.077423 0.021 0.459 -0.622 -0.292
```
Forces are in eV/Å.

Output
2S+1: 6
⟨S²⟩: 8.7560
Frontier orbital gap (spin up / spin down), eV: 7.71 / 7.16
Energy above the lowest of the compared OMol25 structures with the same formula, charge and spin, kJ/mol: 0.0
Energy, eV: -73391.44133

---

Density functional theory data (ωB97M-V/def2-TZVPD) for an isolated ion of composition C25H24F2NO and charge +1 at a distorted geometry.

The geometry in XYZ format:
```
53
Properties=species:S:1:pos:R:3:forces:R:3:nbo_charge:R:1
F -4.621821 3.810934 -0.747702 1.194 -0.883 -0.907 -0.324
C -3.873489 2.887330 -1.463316 -0.662 0.425 0.324 0.405
C -4.298275 2.523025 -2.730338 0.086 -0.246 -0.130 -0.275
C -3.524941 1.578713 -3.431605 -0.192 0.700 0.029 -0.179
C -2.464170 0.922419 -2.807954 -0.613 -0.404 0.070 -0.244
C -2.289353 1.077953 -1.428536 0.844 0.843 0.023 0.020
C -1.523815 -0.001422 -0.606222 -2.524 0.316 0.922 -0.265
C -0.112950 -0.076953 -1.081514 2.113 0.648 -0.337 -0.492
C 1.131283 -0.402345 -0.261285 1.523 0.514 -0.929 0.537
C 1.346355 -1.608502 0.589455 0.623 -1.420 0.850 -0.186
C 1.450637 -2.871172 -0.041515 -0.295 0.761 0.172 -0.125
C 1.770736 -4.019795 0.689123 -0.005 0.054 0.175 -0.218
C 1.934303 -3.957560 2.076278 0.127 -0.111 -0.478 -0.165
C 1.868507 -2.724390 2.719261 0.209 0.264 -0.059 -0.205
C 1.670446 -1.564346 1.981092 -0.608 0.277 -0.447 -0.187
N 2.236165 0.296017 -0.543735 -2.091 -0.505 0.423 -0.276
C 2.140913 1.525545 -1.385556 -0.040 0.682 -0.299 -0.268
C 3.472035 2.219655 -1.620800 0.782 -0.111 0.298 -0.085
O 4.333452 2.101325 -0.486979 -0.229 -0.697 -0.724 -0.494
C 4.708150 0.735597 -0.310819 0.094 0.521 -0.178 -0.085
C 3.520420 -0.158225 0.019922 0.692 -0.240 0.720 -0.266
C -1.968041 0.045627 0.895985 0.509 0.258 -0.071 -0.003
C -1.094467 -0.231996 1.949632 -0.177 -0.415 -0.332 -0.232
C -1.571131 -0.721427 3.170408 -0.679 0.608 -0.093 -0.190
C -2.942779 -0.640469 3.454707 0.367 -0.266 -0.327 -0.259
C -3.784543 -0.130201 2.475313 -0.380 0.507 0.175 0.395
F -5.111331 0.088359 2.775363 1.397 -0.358 -0.381 -0.319
C -3.325541 0.197814 1.205299 -0.562 -0.266 -0.004 -0.240
C -2.808818 2.250766 -0.838242 -0.253 -0.572 0.262 -0.301
H -5.216069 2.953970 -3.138235 0.450 -0.101 0.039 0.248
H -3.791531 1.355865 -4.466099 0.201 0.054 0.298 0.233
H -1.824549 0.244832 -3.384406 -0.543 -0.129 0.273 0.210
H -1.971093 -0.956957 -0.922001 -0.151 0.297 0.102 0.242
H -0.055344 -0.789855 -1.928883 0.027 -0.051 0.415 0.273
H 0.081983 0.872817 -1.588052 -0.013 -0.311 0.346 0.257
H 1.302763 -2.930267 -1.120821 -0.009 -0.118 0.244 0.213
H 1.897746 -4.963854 0.155627 -0.135 0.280 0.227 0.239
H 2.174890 -4.853790 2.649475 -0.181 0.213 -0.222 0.240
H 2.015897 -2.653720 3.804647 -0.009 -0.017 -0.559 0.240
H 1.702415 -0.610706 2.524111 -0.074 -0.371 -0.320 0.225
H 1.449580 2.253621 -0.919850 0.228 -0.662 -0.020 0.238
H 1.777259 1.281582 -2.396509 -0.116 -0.117 0.519 0.228
H 3.914072 1.785157 -2.545550 0.223 0.331 0.607 0.179
H 3.310320 3.297252 -1.761414 -0.025 -0.430 -0.119 0.231
H 5.388184 0.734875 0.551429 -0.062 -0.169 -0.456 0.226
H 5.203486 0.309284 -1.202255 0.090 0.570 0.193 0.180
H 3.453893 -0.221322 1.118931 -0.267 0.078 -0.674 0.240
H 3.735513 -1.175718 -0.355298 -0.281 0.400 0.225 0.238
H -0.031803 -0.118567 1.786205 -0.438 -0.218 0.083 0.188
H -0.895733 -1.171627 3.894485 -0.057 0.377 -0.025 0.224
H -3.350339 -0.977869 4.396756 0.003 0.023 0.023 0.243
H -4.056814 0.580360 0.489187 0.271 -0.413 0.167 0.241
H -2.482651 2.602386 0.142800 -0.383 -0.401 -0.115 0.247
```
Forces are in eV/Å.

Output
Net charge: +1
SMILES: Fc1cccc(C(CC(c2ccccc2)=[N+]2CCOCC2)c2cccc(F)c2)c1
Frontier orbital gap, eV: 7.55
Energy above the lowest of the compared OMol25 structures with the same formula, charge and spin, kJ/mol: 187.4
Energy, eV: -35278.18648

---

Among the records above, which one has the highest energy? C5H10O2

---

Among the records above, which one has the highest energy? C5H10O2

---

The highest energy belongs to which entry? C5H10O2